# F6H20O10P

11 unconnected molecules or ions with the total composition F6H20O10P (ωB97M-V/def2-TZVPD, OMol25).

Structure (ORCA input):
```
! wB97M-V def2-TZVPD RIJCOSX def2/J DEFGRID3
* xyz -1 1
P -0.33 -0.90 -0.15
F -0.73 -0.95 1.41
F 0.14 -2.46 -0.14
F -1.88 -1.19 -0.59
F 0.02 -0.81 -1.77
F -0.54 0.71 -0.16
F 1.23 -0.37 0.41
O -0.53 3.62 1.49
H 0.21 3.09 1.21
H -0.55 3.52 2.44
O 3.42 0.12 2.36
H 2.47 0.01 2.37
H 3.56 0.96 1.92
O -0.67 -2.69 -3.78
H -0.61 -2.23 -2.94
H -1.61 -2.70 -3.98
O 0.98 0.71 3.42
H 0.98 0.42 2.51
H 0.81 -0.09 3.92
O 1.73 2.51 0.60
H 2.68 2.59 0.62
H 1.57 1.68 0.17
O -1.21 3.14 -1.50
H -1.18 3.38 -0.57
H -0.47 2.54 -1.61
O 2.26 -2.82 -1.62
H 2.85 -2.09 -1.82
H 1.40 -2.42 -1.52
O 1.60 1.00 -2.96
H 1.08 0.28 -2.59
H 1.41 0.98 -3.89
O -4.09 -2.67 -0.14
H -4.09 -3.60 0.09
H -3.16 -2.44 -0.20
O -2.97 -0.42 2.69
H -3.32 0.39 2.34
H -2.48 -0.81 1.97
*
```

As for the relative energy (zero: lowest compared OMol25 entry of this formula, charge and spin): 35.2 kcal/mol. The calculation puts the electronic energy at -46402.5887 eV. The LUMO energy comes out at 0.101 Ha. Its max |F| is 0.0481 Eh/bohr. The HOMO energy is -0.29405 hartree. The HOMO-LUMO gap comes out at 10.8 eV.